No. 1
This record from the OMol25 dataset describes a 11-piece molecular cluster, C60H153N11O19 overall. The level of theory is wB97M-V/def2-TZVPD.

```
243
Properties=species:S:1:pos:R:3
C -0.512 -8.251 -2.197
C 0.003 -7.001 -1.511
C 0.005 -5.764 -2.412
O 0.911 -5.892 -3.485
C 0.970 -4.676 -4.186
N -0.810 -6.731 -0.297
H -0.037 -8.369 -3.172
H -1.583 -8.144 -2.389
H -0.351 -9.127 -1.569
H 1.027 -7.227 -1.188
H 0.354 -4.959 -1.756
H -1.028 -5.601 -2.736
H 0.062 -4.442 -4.750
H 1.774 -4.693 -4.926
H 1.221 -3.847 -3.515
H -0.491 -5.837 0.059
H -0.618 -7.497 0.334
C -2.430 -1.741 -0.311
C -1.009 -2.258 -0.353
C -0.044 -1.496 0.580
O 1.256 -1.211 0.103
C 2.109 -2.347 0.085
N -0.976 -3.643 0.120
H -2.516 -0.722 -0.707
H -2.863 -1.765 0.691
H -3.067 -2.337 -0.972
H -0.668 -2.192 -1.390
H -0.024 -1.920 1.590
H -0.391 -0.458 0.687
H 2.299 -2.643 1.125
H 2.987 -2.131 -0.518
H 1.625 -3.242 -0.325
H -1.231 -3.828 1.092
H -1.558 -4.251 -0.449
C -0.106 -5.238 -7.002
C -0.280 -3.742 -7.318
C -0.248 -2.891 -6.071
O -1.110 -3.391 -5.076
C -1.311 -2.524 -3.990
N 0.799 -3.288 -8.234
H 0.614 -5.385 -6.190
H 0.332 -5.845 -7.798
H -1.060 -5.690 -6.726
H -1.169 -3.583 -7.930
H -0.485 -1.842 -6.298
H 0.762 -2.792 -5.643
H -2.143 -2.903 -3.396
H -1.638 -1.535 -4.332
H -0.388 -2.459 -3.405
H 1.707 -3.473 -7.806
H 0.783 -3.976 -8.982
C -8.869 0.223 1.139
O -8.030 -0.783 0.622
C -8.634 -1.549 -0.398
C -7.548 -2.457 -1.007
N -7.958 -3.861 -1.034
C -7.011 -4.752 -1.695
C -5.619 -4.803 -1.070
O -5.728 -5.342 0.240
C -4.542 -5.049 0.986
H -9.596 0.598 0.411
H -8.286 1.065 1.515
H -9.436 -0.187 1.984
H -9.080 -0.963 -1.208
H -9.459 -2.192 -0.069
H -6.658 -2.368 -0.373
H -7.342 -2.109 -2.019
H -7.975 -4.155 -0.060
H -6.957 -4.438 -2.741
H -7.403 -5.770 -1.708
H -5.145 -3.821 -0.994
H -5.045 -5.505 -1.688
H -3.775 -5.640 0.479
H -4.697 -5.350 2.019
H -4.356 -3.972 0.977
C -3.949 6.029 -5.721
O -3.833 5.697 -4.374
C -4.702 4.662 -3.969
C -4.482 4.444 -2.487
N -4.907 3.106 -2.024
C -6.369 2.965 -2.047
C -6.788 1.542 -1.686
O -6.473 0.472 -2.556
C -5.191 -0.121 -2.443
H -3.825 5.205 -6.436
H -3.104 6.664 -6.004
H -4.849 6.601 -5.965
H -4.568 3.764 -4.585
H -5.744 4.950 -4.174
H -4.876 5.263 -1.875
H -3.407 4.419 -2.301
H -4.614 3.024 -1.054
H -6.718 3.171 -3.062
H -6.846 3.703 -1.390
H -7.879 1.546 -1.808
H -6.613 1.254 -0.644
H -5.130 -0.706 -1.516
H -4.332 0.547 -2.503
H -5.134 -0.889 -3.216
C -4.564 0.219 1.560
O -3.334 0.836 1.863
C -2.726 1.662 0.910
C -3.143 3.142 1.083
N -4.584 3.325 1.109
C -4.866 4.679 1.581
C -6.359 4.891 1.822
O -6.846 3.892 2.681
C -8.256 3.810 2.713
H -4.516 -0.085 0.510
H -5.438 0.855 1.733
H -4.788 -0.671 2.152
H -2.863 1.310 -0.121
H -1.644 1.713 1.054
H -2.653 3.662 0.253
H -2.624 3.446 2.001
H -4.973 2.703 1.807
H -4.560 5.423 0.846
H -4.410 4.825 2.569
H -6.876 4.952 0.855
H -6.519 5.873 2.287
H -8.549 3.111 3.491
H -8.665 3.434 1.771
H -8.696 4.791 2.906
C 7.913 7.519 3.927
O 8.203 6.335 4.642
C 7.532 5.227 4.089
C 8.374 4.584 2.977
N 7.659 3.669 2.051
C 6.542 4.310 1.368
C 6.044 3.452 0.229
O 5.476 2.288 0.820
C 5.043 1.363 -0.154
H 6.847 7.764 4.007
H 8.124 7.418 2.858
H 8.489 8.330 4.365
H 6.481 5.399 3.825
H 7.362 4.479 4.873
H 9.133 3.942 3.424
H 8.850 5.304 2.310
H 7.293 2.935 2.650
H 6.874 5.263 0.948
H 5.682 4.469 2.025
H 6.798 3.249 -0.538
H 5.237 3.970 -0.310
H 4.076 1.719 -0.524
H 4.921 0.380 0.311
H 5.798 1.168 -0.921
C 2.523 -5.367 4.099
O 1.161 -5.019 4.188
C 0.385 -5.528 3.147
C -1.094 -5.260 3.383
N -1.343 -3.834 3.139
C -2.635 -3.351 3.653
C -2.553 -1.858 3.969
O -1.809 -1.763 5.179
C -1.567 -0.410 5.473
H 2.966 -5.353 5.089
H 3.044 -4.724 3.380
H 2.659 -6.361 3.654
H 0.483 -6.624 3.125
H 0.638 -5.158 2.144
H -1.223 -5.501 4.447
H -1.767 -5.780 2.703
H -0.617 -3.241 3.523
H -2.924 -3.912 4.546
H -3.397 -3.505 2.887
H -3.569 -1.460 4.089
H -2.182 -1.257 3.132
H -0.848 -0.324 6.290
H -2.488 0.100 5.782
H -1.130 0.225 4.692
C -1.766 2.571 -3.228
O -0.512 1.936 -3.349
C -0.381 0.843 -2.478
C 1.074 0.448 -2.357
N 1.655 0.027 -3.632
C 3.103 0.071 -3.673
C 3.776 -0.947 -2.757
O 5.164 -0.736 -2.780
C 5.829 -1.747 -2.011
H -1.840 3.072 -2.258
H -2.642 1.949 -3.417
H -1.770 3.382 -3.959
H -0.975 -0.020 -2.808
H -0.746 1.107 -1.476
H 1.249 -0.385 -1.675
H 1.607 1.294 -1.894
H 1.232 0.535 -4.396
H 3.421 1.088 -3.399
H 3.460 -0.111 -4.686
H 3.601 -1.958 -3.147
H 3.348 -0.928 -1.746
H 5.423 -1.689 -0.999
H 6.904 -1.594 -2.043
H 5.634 -2.730 -2.449
C -1.450 7.008 3.835
O -1.121 6.377 2.623
C -0.323 7.183 1.800
C 0.104 6.437 0.551
N 1.135 5.443 0.829
C 1.637 4.817 -0.401
C 0.660 3.813 -1.009
O 0.234 2.771 -0.136
C 1.282 2.049 0.488
H -2.098 7.877 3.679
H -0.511 7.275 4.337
H -1.968 6.318 4.501
H 0.534 7.636 2.321
H -0.840 8.119 1.531
H 0.438 7.169 -0.183
H -0.792 5.941 0.155
H 0.755 4.681 1.380
H 2.622 4.401 -0.172
H 1.917 5.579 -1.133
H 1.065 3.340 -1.914
H -0.293 4.263 -1.295
H 1.805 2.704 1.191
H 1.947 1.443 -0.130
H 0.758 1.340 1.135
C 13.426 0.105 3.233
O 12.114 0.446 2.829
C 11.184 0.259 3.876
C 9.784 0.437 3.309
N 8.765 0.208 4.318
C 8.462 -1.178 4.655
C 7.833 -2.038 3.567
O 6.491 -1.641 3.340
C 5.907 -2.185 2.167
H 13.807 0.835 3.955
H 14.097 0.123 2.379
H 13.423 -0.867 3.732
H 11.370 1.015 4.648
H 11.303 -0.736 4.320
H 9.683 -0.184 2.408
H 9.620 1.434 2.894
H 7.950 0.785 4.208
H 7.758 -1.090 5.487
H 9.334 -1.678 5.077
H 7.935 -3.092 3.851
H 8.339 -1.886 2.605
H 6.582 -2.293 1.318
H 5.066 -1.515 1.976
H 5.438 -3.135 2.453
```

Its total energy is -119980.48940 eV. As for the largest force on an atom: 0.04733 hartree/bohr. The net charge is 0. The SMILES is COC[C@H](C)N.COC[C@H](C)N.COC[C@H](C)N.COCCNCCOC.COCCNCCOC.COCCNCCOC.COCCNCCOC.COCCNCCOC.COCCNCCOC.COCCNCCOC.COCCNCCOC. Its HOMO energy is -0.31300 hartree. The LUMO energy comes out at 0.54 eV. Its frontier orbital gap is 0.3328 Eh.

No. 2
This record from the OMol25 dataset describes a 5-piece molecular cluster, C5H20O5 overall. The level of theory is wB97M-V/def2-TZVPD.

```
30
Properties=species:S:1:pos:R:3
C -3.476 1.835 0.839
O -3.368 0.416 0.789
H -4.486 2.108 0.533
H -3.549 2.234 1.851
H -2.707 2.379 0.291
H -4.008 0.178 1.463
C -1.906 -4.272 -1.724
O -3.228 -3.812 -2.056
H -1.444 -3.774 -0.872
H -1.874 -5.361 -1.726
H -1.402 -3.825 -2.581
H -3.346 -3.862 -3.008
C 0.072 -0.258 0.444
O -0.721 -1.334 -0.077
H 1.129 -0.445 0.632
H -0.053 0.733 0.008
H -0.344 -0.247 1.452
H -1.652 -1.098 -0.060
C 1.368 3.450 -1.084
O 1.468 4.847 -0.849
H 1.404 3.082 -2.110
H 2.223 2.961 -0.618
H 0.466 3.080 -0.598
H 1.751 5.086 0.037
C 4.896 -0.498 1.434
O 3.700 -0.695 2.125
H 5.707 -0.226 2.110
H 5.124 -1.445 0.944
H 4.882 0.275 0.665
H 3.375 -1.515 1.746
```

Its spin multiplicity is 2. Its expectation value of S² is 0.755. Its total energy is -15733.05491 eV. As for the largest force on an atom: 0.04700 hartree/bohr. The net charge is +1. Its HOMO energy (alpha / beta) is -0.47738 / -0.47316 hartree. The LUMO energy (alpha / beta) comes out at -2.96 / -10.18 eV. Its frontier orbital gap (alpha / beta) is 0.3687 / 0.0990 Eh.

No. 3
This record from the OMol25 dataset describes one molecule with the formula C3H5Cl. The level of theory is wB97M-V/def2-TZVPD.

```
9
Properties=species:S:1:pos:R:3
C -0.196 -0.376 0.231
C -1.186 0.435 -0.214
C 1.239 -0.084 0.057
Cl -2.825 -0.036 0.045
H -0.564 -1.277 0.741
H -1.101 1.409 -0.910
H 1.535 0.778 0.601
H 1.663 -0.941 0.452
H 1.434 0.091 -1.002
```

Its spin multiplicity is 3. Its expectation value of S² is 2.007. Its total energy is -15709.56964 eV. As for the largest force on an atom: 0.19317 hartree/bohr. The net charge is 0. Its HOMO energy (alpha / beta) is -0.20159 / -0.41427 hartree. The LUMO energy (alpha / beta) comes out at 1.19 / -1.92 eV. Its frontier orbital gap (alpha / beta) is 0.2455 / 0.3439 Eh.

No. 4
This record from the OMol25 dataset describes C24H56F6N8NiO8P as an isolated structure. The level of theory is wB97M-V/def2-TZVPD.

```
104
Properties=species:S:1:pos:R:3
Ni 5.351 -24.929 -7.291
P 3.479 -21.022 -9.455
F 4.324 -21.515 -10.782
F 2.254 -21.950 -9.867
F 4.080 -22.299 -8.578
F 2.739 -20.647 -8.057
F 4.694 -20.104 -8.949
F 2.795 -19.741 -10.200
C 0.985 -25.914 -6.166
O 2.125 -25.432 -6.231
N -0.097 -25.244 -5.722
C -1.215 -26.024 -5.318
C -0.015 -23.872 -5.201
H 0.774 -26.923 -6.553
H -1.164 -27.070 -5.619
H -2.064 -25.610 -5.864
H -1.495 -25.899 -4.272
H 0.222 -23.881 -4.138
H 0.785 -23.303 -5.676
H -0.920 -23.268 -5.272
C -1.857 -18.800 -10.028
O -1.944 -18.180 -11.040
N -2.859 -19.063 -9.191
C -2.527 -19.707 -7.925
C -4.246 -18.598 -9.372
H -0.938 -19.271 -9.646
H -2.520 -19.023 -7.077
H -1.552 -20.195 -7.900
H -3.236 -20.517 -7.751
H -4.404 -17.957 -8.504
H -4.439 -17.969 -10.240
H -5.003 -19.382 -9.383
C -1.726 -26.615 -11.121
O -0.813 -26.766 -10.324
N -2.459 -25.473 -11.189
C -3.758 -25.437 -11.919
C -2.159 -24.291 -10.404
H -2.104 -27.409 -11.784
H -3.929 -26.319 -12.535
H -3.818 -24.622 -12.641
H -4.625 -25.261 -11.283
H -2.962 -23.999 -9.727
H -1.188 -24.470 -9.942
H -1.979 -23.419 -11.033
C 8.574 -14.385 -12.670
O 7.482 -14.014 -12.369
N 9.234 -15.369 -12.031
C 8.647 -16.053 -10.821
C 10.329 -15.990 -12.677
H 9.128 -13.988 -13.535
H 7.971 -15.343 -10.345
H 9.448 -16.323 -10.132
H 8.093 -16.985 -10.933
H 10.692 -15.380 -13.504
H 11.183 -16.083 -12.006
H 10.110 -16.985 -13.064
C 3.733 -15.725 -7.061
O 3.954 -15.761 -5.821
N 3.476 -14.628 -7.789
C 3.463 -14.719 -9.261
C 3.296 -13.217 -7.201
H 3.715 -16.690 -7.589
H 4.242 -14.009 -9.539
H 2.543 -14.284 -9.650
H 3.757 -15.724 -9.565
H 3.716 -12.360 -7.727
H 2.228 -13.064 -7.356
H 3.607 -13.250 -6.156
C 8.842 -22.926 -9.581
O 8.164 -23.771 -9.043
N 10.114 -22.573 -9.231
C 10.718 -21.308 -9.769
C 10.869 -23.195 -8.121
H 8.443 -22.259 -10.361
H 10.179 -21.057 -10.683
H 11.758 -21.543 -9.993
H 10.644 -20.406 -9.161
H 10.723 -22.715 -7.153
H 10.742 -24.277 -8.070
H 11.944 -23.102 -8.274
C 4.236 -26.128 -11.689
O 4.641 -26.091 -10.532
N 4.942 -26.627 -12.630
C 6.397 -26.984 -12.394
C 4.511 -26.655 -14.047
H 3.212 -25.874 -12.006
H 6.649 -27.034 -11.335
H 7.123 -26.444 -13.001
H 6.412 -28.038 -12.672
H 5.146 -26.079 -14.721
H 4.325 -27.630 -14.498
H 3.519 -26.203 -14.011
C 6.584 -22.653 -3.329
O 6.129 -22.903 -4.482
N 5.924 -21.870 -2.383
C 6.411 -21.550 -0.997
C 4.597 -21.251 -2.612
H 7.606 -22.900 -3.002
H 5.633 -21.897 -0.316
H 6.542 -20.474 -0.885
H 7.395 -21.978 -0.805
H 3.904 -21.512 -1.812
H 4.585 -20.167 -2.491
H 4.082 -21.530 -3.531
```

Its spin multiplicity is 3. Its expectation value of S² is 2.041. Its total energy is -120725.80045 eV. As for the largest force on an atom: 0.11876 hartree/bohr. The net charge is +1. Its HOMO energy (alpha / beta) is -0.38006 / -0.38006 hartree. The LUMO energy (alpha / beta) comes out at -3.07 / -8.03 eV. Its frontier orbital gap (alpha / beta) is 0.2673 / 0.0850 Eh.

Question: Which value of net charge does entry 3 give?
Answer: 0

Question: Number 3 is which compound?
Answer: C3H5Cl